69
Properties=species:S:1:pos:R:3 method="wB97M-V/def2-TZVPD" spin_multiplicity=1 charge=+2 e_lumo_ev=-11.6
Al -2.554 1.422 -2.893
C -0.588 -2.127 0.452
C -0.270 -0.660 -0.004
O -1.193 0.041 -0.651
H -1.222 -2.281 1.323
H 0.374 -2.623 0.566
H -1.148 -2.508 -0.403
H 0.649 -0.722 -0.592
H -0.075 -0.089 0.922
C -1.303 3.298 4.380
O -1.279 3.952 5.417
N -1.714 2.016 4.414
C -2.348 1.350 5.564
C -1.336 1.063 3.373
H -1.162 3.586 3.327
H -2.588 1.993 6.409
H -1.668 0.586 5.942
H -3.281 0.908 5.213
H -2.254 0.658 2.947
H -0.695 1.612 2.679
H -0.641 0.297 3.718
C -1.101 4.392 -0.483
O -1.473 3.367 -1.102
N 0.058 4.656 0.101
C 0.392 6.010 0.537
C 0.959 3.588 0.322
H -1.785 5.254 -0.470
H 0.499 5.948 1.622
H -0.327 6.751 0.200
H 1.410 6.218 0.204
H 1.765 3.686 -0.408
H 1.249 3.468 1.367
H 0.582 2.593 0.082
C 1.409 0.871 -3.342
O 0.378 1.560 -3.122
N 1.807 0.500 -4.561
C 3.061 -0.178 -4.768
C 1.251 1.043 -5.837
H 2.067 0.413 -2.589
H 3.452 -0.610 -3.845
H 3.851 0.447 -5.186
H 3.046 -1.071 -5.395
H 0.203 1.330 -5.791
H 1.945 1.794 -6.212
H 1.281 0.267 -6.603
C 1.008 -3.706 6.431
O 1.157 -4.892 6.700
N 0.459 -3.208 5.307
C 0.874 -1.851 4.871
C -0.185 -3.848 4.178
H 1.451 -2.924 7.066
H 1.484 -1.199 5.495
H -0.025 -1.324 4.550
H 1.543 -1.986 4.017
H -0.581 -3.151 3.445
H 0.378 -4.638 3.674
H -1.018 -4.460 4.535
C -1.279 -1.749 -4.858
O -1.463 -1.069 -3.868
N -0.501 -2.870 -4.818
C -0.596 -3.877 -5.893
C 0.117 -3.275 -3.544
H -1.681 -1.586 -5.868
H 0.380 -3.956 -6.381
H -1.240 -3.603 -6.726
H -0.710 -4.903 -5.547
H 0.277 -4.341 -3.395
H 1.028 -2.683 -3.453
H -0.561 -2.971 -2.745

---

66
Properties=species:S:1:pos:R:3 method="wB97M-V/def2-TZVPD" spin_multiplicity=1 charge=0 e_lumo_ev=0.6 smiles="OOC[PH3]CCC(F)=C(F)F.CCOCC.CCOCC.CCOCC"
O 1.002 -1.852 9.196
O 1.022 -2.607 8.024
C 2.127 -2.207 7.205
P 1.582 -2.391 5.364
C 0.919 -2.609 3.600
C 1.934 -2.266 2.489
C 2.377 -0.803 2.493
F 1.628 0.149 3.050
C 3.499 -0.500 1.902
F 4.226 0.552 2.151
F 3.982 -1.330 1.012
H 0.172 -1.355 9.151
H 2.435 -1.183 7.466
H 2.949 -2.913 7.439
H 0.341 -2.941 5.858
H 2.727 -3.208 5.095
H 1.780 -0.989 5.154
H 0.685 -3.686 3.494
H -0.032 -2.069 3.474
H 2.823 -2.906 2.473
H 1.433 -2.421 1.515
C -1.375 -1.780 -3.576
C -0.136 -1.608 -2.716
O -0.170 -2.348 -1.507
C -0.273 -3.755 -1.636
C 0.887 -4.385 -2.388
H -2.275 -1.538 -3.006
H -1.326 -1.126 -4.447
H -1.481 -2.805 -3.934
H -0.048 -0.559 -2.425
H 0.770 -1.849 -3.283
H -1.230 -4.027 -2.094
H -0.291 -4.153 -0.620
H 0.921 -4.057 -3.429
H 0.797 -5.472 -2.384
H 1.838 -4.108 -1.927
C -0.576 2.276 -8.473
C -1.627 1.280 -8.014
O -1.333 0.674 -6.767
C -1.218 1.547 -5.658
C -2.484 2.333 -5.362
H 0.410 1.807 -8.498
H -0.815 2.644 -9.472
H -0.513 3.136 -7.806
H -1.686 0.466 -8.737
H -2.619 1.744 -7.986
H -0.362 2.218 -5.787
H -0.988 0.916 -4.799
H -2.731 3.021 -6.173
H -2.362 2.921 -4.452
H -3.332 1.658 -5.235
C 0.583 3.550 4.088
C -0.397 2.552 3.497
O -1.755 2.935 3.633
C -2.128 4.150 3.011
C -1.922 4.157 1.505
H 0.344 3.746 5.135
H 1.601 3.163 4.026
H 0.556 4.506 3.562
H -0.295 1.602 4.023
H -0.163 2.350 2.446
H -1.608 4.994 3.479
H -3.189 4.285 3.224
H -0.867 4.075 1.240
H -2.304 5.084 1.074
H -2.442 3.314 1.045

---

83
Properties=species:S:1:pos:R:3 method="wB97M-V/def2-TZVPD" spin_multiplicity=1 charge=-1 e_lumo_ev=1.9
C -0.426 2.051 -3.181
C -0.770 1.071 -2.551
P -1.290 -0.242 -1.272
C -0.151 -1.542 -1.992
C -0.748 -2.373 -3.128
O -1.922 -1.295 0.019
C -1.382 -0.897 1.245
C -0.573 0.396 1.089
C 0.430 0.422 2.227
C 1.145 1.719 2.504
O 1.229 2.158 3.639
N 1.713 2.357 1.404
C 2.589 1.435 0.645
C 2.411 3.584 1.796
O 0.002 0.249 -0.180
H 0.133 2.882 -3.533
H -2.409 -0.637 -2.093
H -2.133 0.800 -0.728
H 0.713 -1.002 -2.372
H 0.237 -2.183 -1.204
H -0.186 -2.263 -4.049
H -0.770 -3.430 -2.876
H -1.772 -2.074 -3.351
H -0.607 -1.633 1.501
H -2.086 -0.897 2.080
H -1.165 1.314 1.086
H -0.114 0.198 3.140
H 1.159 -0.375 2.091
H 3.480 1.972 0.340
H 2.087 1.073 -0.243
H 2.912 0.592 1.249
H 1.723 4.281 2.258
H 3.230 3.377 2.485
H 2.836 4.038 0.912
C -0.062 -5.218 1.649
N 1.096 -4.390 1.214
O 1.574 -4.608 0.121
O 1.492 -3.550 1.995
H -0.293 -5.919 0.857
H 0.246 -5.728 2.557
H -0.899 -4.557 1.849
C 3.136 7.419 -1.548
N 3.585 6.191 -0.844
O 4.514 6.281 -0.068
O 2.981 5.168 -1.095
H 3.752 8.248 -1.221
H 3.242 7.234 -2.613
H 2.089 7.560 -1.293
C -1.114 4.639 -0.769
N -0.193 5.673 -1.302
O 0.221 5.555 -2.434
O 0.086 6.603 -0.566
H -1.263 3.878 -1.529
H -0.656 4.212 0.120
H -2.038 5.153 -0.521
C -4.316 -3.219 0.112
N -3.991 -4.564 0.647
O -3.257 -4.648 1.607
O -4.493 -5.523 0.084
H -3.793 -2.467 0.690
H -3.987 -3.188 -0.922
H -5.395 -3.114 0.181
C 1.023 0.701 -6.203
N 0.569 -0.536 -6.899
O -0.485 -1.029 -6.572
O 1.301 -0.969 -7.771
H 0.295 0.987 -5.453
H 1.985 0.481 -5.751
H 1.126 1.464 -6.969
C 4.427 2.522 5.541
N 5.704 2.853 4.851
O 5.680 3.680 3.966
O 6.698 2.266 5.231
H 3.628 3.110 5.103
H 4.249 1.461 5.402
H 4.568 2.751 6.593
C -5.738 -8.281 1.299
N -6.503 -8.275 2.577
O -6.279 -7.390 3.373
O -7.312 -9.168 2.737
H -5.060 -7.437 1.287
H -5.204 -9.225 1.253
H -6.462 -8.215 0.493

---

65
Properties=species:S:1:pos:R:3 method="wB97M-V/def2-TZVPD" spin_multiplicity=1 charge=-2 e_lumo_ev="4.6 / 4.6"
Au 1.119 -1.061 0.299
N 3.637 3.222 -1.323
C 4.049 3.757 -0.117
C 3.344 3.069 0.830
N 2.506 2.166 0.245
C 2.687 2.281 -1.038
H 3.833 3.603 -2.229
H 4.803 4.523 -0.060
H 3.383 3.177 1.902
H 2.165 1.721 -1.799
C -1.782 3.029 1.896
Si -2.004 2.414 0.089
C -0.845 3.610 -0.868
C -3.733 3.199 -0.323
Si -1.009 0.255 -0.014
Si -2.650 -1.030 1.094
C -4.537 -1.052 0.707
C -2.633 -0.652 2.972
C -2.203 -2.881 1.007
Si -1.479 -0.312 -2.263
C -1.130 -2.160 -2.575
C -0.237 0.577 -3.422
C -3.164 -0.054 -3.167
H -1.963 4.104 1.997
H -0.759 2.824 2.227
H -2.457 2.512 2.586
H -1.078 4.663 -0.676
H -0.903 3.450 -1.951
H 0.190 3.430 -0.566
H -3.752 4.265 -0.082
H -4.532 2.712 0.246
H -3.977 3.089 -1.384
H -4.972 -0.051 0.795
H -5.085 -1.718 1.379
H -4.711 -1.393 -0.319
H -3.033 0.346 3.182
H -1.604 -0.675 3.343
H -3.217 -1.375 3.550
H -2.387 -3.276 0.003
H -2.768 -3.494 1.717
H -1.135 -3.013 1.208
H -0.206 -2.446 -2.062
H -1.021 -2.410 -3.635
H -1.933 -2.782 -2.167
H 0.774 0.231 -3.188
H -0.259 1.662 -3.269
H -0.420 0.384 -4.483
H -3.959 -0.586 -2.635
H -3.149 -0.420 -4.198
H -3.444 1.006 -3.190
C 4.393 -4.049 0.870
C 3.606 -2.750 1.130
C 4.532 -1.571 0.804
C 3.300 -2.698 2.647
C 2.371 -2.728 0.239
H 5.333 -4.080 1.442
H 4.628 -4.124 -0.193
H 3.798 -4.924 1.149
H 5.453 -1.597 1.407
H 4.011 -0.628 0.987
H 4.799 -1.601 -0.255
H 4.208 -2.832 3.264
H 2.586 -3.482 2.908
H 2.841 -1.738 2.885
H 1.779 -3.639 0.442

---

89
Properties=species:S:1:pos:R:3 method="wB97M-V/def2-TZVPD" spin_multiplicity=1 charge=-2 e_lumo_ev=3.1
O 6.310 0.322 -3.663
C 6.895 -0.019 -2.616
O 7.423 0.866 -1.849
B 7.948 0.312 -0.590
O 7.644 -1.133 -0.783
C 7.008 -1.421 -1.955
O 6.505 -2.491 -2.341
O 7.381 0.888 0.626
C 8.324 1.656 1.188
O 8.279 2.376 2.219
C 9.664 1.366 0.500
O 9.473 0.412 -0.447
O 10.666 2.045 0.723
O 1.232 -0.570 -3.701
C 0.670 -0.099 -2.773
O 0.486 1.166 -2.521
B 0.020 1.334 -1.159
O -0.281 -0.045 -0.706
C 0.062 -0.883 -1.610
O -0.069 -2.109 -1.583
O -1.215 2.069 -1.150
C -1.302 2.974 -0.306
O -2.239 3.728 -0.161
C 0.091 3.090 0.216
O 0.889 2.154 -0.232
O 0.508 4.024 0.904
C -0.547 -2.491 3.500
C -2.007 -2.449 4.190
C -1.943 -1.134 4.982
C -3.225 -0.619 5.536
C -4.266 -0.553 4.379
C -4.407 -1.850 3.452
N -3.034 -2.472 3.220
O -3.064 -3.648 2.587
C -5.290 -2.842 4.298
C -5.092 -1.549 2.174
C -2.185 -3.537 5.352
H 0.269 -2.952 4.056
H -0.124 -1.508 3.297
H -0.489 -3.223 2.694
H -1.339 -1.265 5.880
H -1.423 -0.309 4.494
H -3.074 0.351 6.010
H -3.624 -1.265 6.319
H -4.011 0.377 3.872
H -5.254 -0.432 4.825
H -6.332 -2.942 3.995
H -4.926 -3.847 4.080
H -5.381 -2.600 5.356
H -5.955 -0.947 2.459
H -4.507 -0.982 1.451
H -5.423 -2.534 1.844
H -1.967 -4.543 4.993
H -3.202 -3.548 5.745
H -1.457 -3.330 6.136
H -2.498 -3.403 1.852
O -3.130 -5.498 -3.648
H -2.261 -5.816 -3.408
H -3.683 -5.720 -2.899
O 3.989 6.212 3.958
H 4.721 5.725 3.578
H 3.268 6.080 3.343
O 4.748 -2.142 -8.209
H 4.574 -1.391 -7.642
H 5.621 -2.439 -7.953
O 1.260 3.034 -8.282
H 0.824 3.088 -7.432
H 2.074 3.523 -8.166
O -4.232 -1.811 -3.300
H -3.912 -1.763 -2.399
H -3.828 -2.603 -3.656
O 5.108 5.023 -0.357
H 4.469 4.311 -0.379
H 5.840 4.705 -0.885
O -1.841 4.096 -5.447
H -2.206 4.964 -5.277
H -2.285 3.523 -4.821
O 0.330 -2.016 -8.462
H 0.811 -1.907 -7.642
H 0.267 -2.964 -8.579
O -6.498 4.481 -2.014
H -5.967 4.720 -1.253
H -6.991 5.274 -2.221
O -0.719 -7.322 -0.140
H -0.743 -7.397 0.814
H -0.230 -6.516 -0.305
O -1.810 9.833 1.436
H -1.653 8.903 1.605
H -2.509 9.843 0.783

---

84
Properties=species:S:1:pos:R:3 method="wB97M-V/def2-TZVPD" spin_multiplicity=1 charge=0 e_lumo_ev=0.1 smiles="CC(=O)O[C@@H](Cc1ccccc1)B(O)O.NC(N)=O.NC(N)=O.NC(N)=O.NC(N)=O.NC(N)=O.NC(N)=O.NC(N)=O"
C -1.602 5.459 1.069
C -0.306 4.601 0.977
O 0.712 5.009 1.480
O -0.264 3.332 0.367
C -0.786 2.325 1.309
C -1.858 1.361 0.618
C -3.276 1.904 1.060
C -3.966 1.270 2.177
C -5.271 1.840 2.582
C -5.782 2.996 1.829
C -5.088 3.596 0.695
C -3.791 3.048 0.303
B 0.385 1.495 2.076
O 0.312 0.108 2.399
O 1.543 2.239 2.447
H -2.209 5.471 0.127
H -1.322 6.525 1.293
H -2.298 5.117 1.888
H -1.333 2.924 2.115
H -1.734 0.290 0.909
H -1.787 1.398 -0.504
H -3.504 0.411 2.711
H -5.820 1.408 3.446
H -6.754 3.446 2.135
H -5.488 4.452 0.110
H -3.195 3.480 -0.536
H -0.174 0.092 3.248
H 1.192 2.869 3.112
N 0.808 0.427 -2.259
C 0.026 -0.692 -2.336
N 0.341 -1.531 -3.355
O -0.881 -0.915 -1.547
H 1.554 0.623 -2.899
H 0.611 1.078 -1.519
H -0.208 -2.369 -3.450
H 1.082 -1.356 -4.005
N 2.434 -5.395 -5.159
C 2.500 -4.042 -5.154
N 3.708 -3.527 -5.512
O 1.543 -3.338 -4.848
H 3.208 -5.983 -5.405
H 1.558 -5.816 -4.897
H 3.800 -2.526 -5.521
H 4.496 -4.094 -5.763
N 2.534 -3.275 -1.834
C 2.555 -4.307 -0.943
N 1.781 -4.117 0.157
O 3.217 -5.319 -1.124
H 1.995 -2.440 -1.700
H 3.090 -3.373 -2.663
H 1.763 -4.853 0.848
H 1.235 -3.288 0.309
N -1.047 -3.713 -6.089
C -1.979 -4.258 -5.262
N -3.266 -3.902 -5.542
O -1.688 -5.006 -4.343
H -1.275 -3.099 -6.848
H -0.082 -3.949 -5.916
H -3.987 -4.282 -4.955
H -3.518 -3.289 -6.294
N 3.055 -5.318 4.625
C 2.281 -5.996 3.733
N 1.416 -6.888 4.294
O 2.355 -5.819 2.530
H 3.003 -5.455 5.617
H 3.708 -4.650 4.254
H 0.825 -7.410 3.672
H 1.347 -7.041 5.282
N 4.328 6.859 -0.495
C 3.534 6.163 -1.359
N 2.675 5.297 -0.761
O 3.592 6.310 -2.570
H 4.290 6.748 0.500
H 4.979 7.513 -0.893
H 2.070 4.762 -1.358
H 2.619 5.169 0.234
N -0.493 3.644 6.246
C -1.288 2.974 5.370
N -2.159 2.102 5.942
O -1.226 3.143 4.159
H -0.536 3.514 7.239
H 0.165 4.300 5.864
H -2.766 1.587 5.328
H -2.221 1.954 6.932

---

| no. | E (eV) | maximum force (eV Å⁻¹) |
| --- | --- | --- |
| 1 | -44587.272 | 3.37 |
| 2 | -45947.991 | 1.86 |
| 3 | -74274.549 | 1.13 |
| 4 | -56476.627 | 1.31 |
| 5 | -78478.131 | 5.55 |
| 6 | -62362.297 | 3.18 |